Entry 1:
The following is a quantum chemistry calculation of a structure of composition C44H41AuN2O3PSi, from the OMol25 dataset.

Calculated values
- E_HOMO: -10.859 eV
- Spin multiplicity: 1
- Net charge: +1

Element x y z (Å)
Au 0.353 -0.407 0.112
N -1.348 -1.055 1.090
C -1.159 -1.161 2.533
C -2.211 -0.947 3.399
C -1.985 -1.063 4.766
C -0.728 -1.393 5.248
C 0.327 -1.591 4.367
C 0.120 -1.470 2.998
P 1.433 -1.538 1.748
C 1.700 -3.228 1.212
C 1.423 -4.287 2.077
C 1.639 -5.589 1.656
C 2.129 -5.831 0.379
C 2.402 -4.776 -0.481
C 2.189 -3.470 -0.072
C 2.920 -0.802 2.390
C 4.157 -1.285 1.968
C 5.315 -0.640 2.376
C 5.234 0.476 3.194
C 3.998 0.960 3.612
C 2.837 0.329 3.208
H -2.141 -0.470 0.803
H -1.542 -1.980 0.703
H -3.195 -0.698 3.019
H -2.800 -0.889 5.456
H -0.561 -1.478 6.313
H 1.318 -1.810 4.746
H 1.034 -4.102 3.071
H 1.423 -6.414 2.322
H 2.295 -6.849 0.051
H 2.778 -4.968 -1.477
H 2.402 -2.644 -0.743
H 4.219 -2.150 1.320
H 6.277 -1.007 2.046
H 6.140 0.978 3.507
H 3.943 1.834 4.247
H 1.875 0.721 3.514
O 4.061 0.741 -1.220
C 2.977 0.753 -0.694
O 2.156 -0.278 -0.790
C 2.531 1.948 0.119
C 3.315 3.121 0.078
C 2.913 4.188 0.823
C 1.741 4.095 1.611
C 1.263 5.157 2.416
C 0.128 5.003 3.158
C -0.585 3.782 3.129
C -0.148 2.742 2.360
C 1.026 2.879 1.584
N 1.450 1.826 0.836
H 4.199 3.135 -0.543
H 3.476 5.114 0.819
H 1.810 6.091 2.430
H -0.236 5.817 3.770
H -1.487 3.678 3.718
H -0.692 1.805 2.320
C -0.682 2.805 -3.546
C -2.036 2.250 -3.080
C -2.575 3.148 -1.959
C -3.025 2.276 -4.253
Si -1.751 0.499 -2.453
O -0.849 0.616 -1.097
C -0.969 -0.588 -3.758
C 0.320 -1.101 -3.601
C 0.905 -1.897 -4.577
C 0.208 -2.201 -5.737
C -1.075 -1.701 -5.917
C -1.652 -0.904 -4.939
C -3.332 -0.336 -1.818
C -3.927 0.175 -0.653
C -5.031 -0.428 -0.066
C -5.575 -1.574 -0.636
C -5.009 -2.097 -1.787
C -3.902 -1.484 -2.367
H -0.795 3.841 -3.877
H -0.274 2.229 -4.380
H 0.053 2.791 -2.736
H -2.624 4.183 -2.311
H -1.930 3.124 -1.076
H -3.586 2.861 -1.660
H -3.250 3.311 -4.527
H -3.972 1.790 -4.002
H -2.615 1.788 -5.139
H 0.897 -0.865 -2.714
H 1.913 -2.270 -4.436
H 0.662 -2.818 -6.501
H -1.625 -1.930 -6.821
H -2.655 -0.526 -5.105
H -3.530 1.086 -0.209
H -5.484 0.003 0.820
H -6.441 -2.047 -0.190
H -5.428 -2.987 -2.239
H -3.467 -1.926 -3.257



Entry 2:
The following is a quantum chemistry calculation of a structure of composition C44H42FN8O2PtS2, from the OMol25 dataset.

Calculated values
- E_HOMO (alpha / beta): -9.232 / -10.099 eV
- ⟨S²⟩: 6.0678
- Spin multiplicity: 5
- Net charge: +1

Element x y z (Å)
Pt -0.242 -0.070 0.260
C 3.905 -4.155 -0.098
C 3.944 -3.283 -1.180
C 3.338 -2.040 -1.100
C 2.678 -1.656 0.064
C 2.641 -2.526 1.147
C 3.254 -3.769 1.066
N 2.008 -0.412 0.146
C 2.715 0.711 0.056
C 4.137 0.790 -0.061
C 4.756 2.002 -0.119
C 4.011 3.207 -0.057
C 2.654 3.183 0.099
C 1.981 1.947 0.155
N 0.659 1.802 0.289
N -0.011 2.772 1.021
C -1.400 2.879 0.718
C -2.201 3.831 1.343
C -3.513 3.943 0.933
C -3.990 3.123 -0.082
C -3.125 2.191 -0.613
N -1.857 2.053 -0.210
H 4.386 -5.121 -0.159
H 4.448 -3.573 -2.092
H 3.346 -1.364 -1.947
H 2.140 -2.216 2.054
H 3.225 -4.436 1.918
H 4.716 -0.121 -0.102
H 5.832 2.046 -0.213
H 4.527 4.155 -0.139
H 2.063 4.089 0.140
H -1.811 4.483 2.105
H -4.154 4.683 1.393
H -5.004 3.199 -0.448
H -3.457 1.509 -1.385
C -1.555 -0.569 -2.787
C -2.908 -1.272 -2.642
C -2.833 -2.739 -3.091
C -3.664 -1.078 -1.322
C -5.008 -0.738 -1.465
C -5.832 -0.533 -0.377
C -5.303 -0.650 0.894
C -3.965 -0.974 1.113
C -3.535 -1.002 2.579
C -2.694 -2.194 3.029
C -2.882 0.325 2.963
C -3.154 -1.197 -0.015
N -1.772 -1.605 0.107
C -1.583 -2.939 -0.087
C -2.583 -3.908 0.205
C -2.323 -5.252 0.101
C -1.077 -5.698 -0.349
C -0.112 -4.784 -0.750
C -0.385 -3.443 -0.640
F 0.446 -2.573 -1.218
H -1.079 -0.882 -3.718
H -0.850 -0.822 -1.988
H -1.659 0.516 -2.806
H -3.557 -0.779 -3.368
H -2.014 -3.281 -2.616
H -2.665 -2.779 -4.168
H -3.763 -3.267 -2.874
H -5.411 -0.637 -2.466
H -6.876 -0.286 -0.517
H -5.939 -0.487 1.755
H -4.468 -1.061 3.142
H -1.702 -2.184 2.581
H -3.170 -3.143 2.791
H -2.569 -2.151 4.112
H -2.004 0.509 2.346
H -2.571 0.316 4.010
H -3.573 1.155 2.816
H -3.548 -3.567 0.544
H -3.089 -5.966 0.370
H -0.876 -6.758 -0.427
H 0.828 -5.089 -1.188
N 5.977 3.824 5.755
C 4.756 3.925 5.161
C 4.650 4.264 3.801
C 3.420 4.334 3.193
C 2.267 4.055 3.927
C 2.352 3.770 5.290
C 3.583 3.701 5.899
S 0.714 4.227 3.183
O -0.265 4.318 4.224
O 0.786 5.154 2.102
N 0.309 2.742 2.388
C 0.216 1.542 3.070
S 0.298 1.443 4.792
C 0.253 -0.271 4.692
C 0.144 -0.654 3.407
N 0.122 0.372 2.488
H 6.800 4.123 5.265
H 6.045 3.738 6.752
H 5.546 4.493 3.238
H 3.337 4.646 2.165
H 1.449 3.643 5.872
H 3.651 3.494 6.959
H 0.300 -0.883 5.577
H 0.083 -1.670 3.054



These records have relative energy (zero: lowest compared OMol25 entry of this formula, charge and spin) values of 0.0 219.9 kJ/mol, in the order they appear.
These records have total energy values of -2802.95835 -3305.62686 a.u., in the order they appear.